Density functional theory data (ωB97M-V/def2-TZVPD) for a molecular structure, C4H6N4 at a distorted geometry.

XYZ file:
```
14
Properties=species:S:1:pos:R:3:forces:R:3:lowdin_charge:R:1
C -1.219 0.034 -0.092 -6.657 3.463 -0.574 -0.65
C 0.089 -0.166 -0.246 7.337 1.748 -0.375 -0.35
C 1.057 1.061 -0.185 -5.124 2.499 3.079 -0.04
C 2.248 0.580 0.142 -1.067 -3.260 -2.875 -0.10
H -1.820 -1.996 1.032 -1.201 3.876 -4.251 0.27
H -3.241 -0.752 -0.476 4.780 -1.512 2.771 0.22
H -2.723 1.258 0.283 3.691 0.475 -2.233 0.12
H 0.605 2.214 0.181 1.584 -3.808 -1.735 0.17
H 3.146 1.145 0.091 0.939 -0.286 0.554 0.10
H 2.722 -1.490 -0.044 3.200 -3.209 0.602 0.06
N -2.053 -1.069 -0.016 -3.491 -2.011 1.520 -0.02
N -1.615 1.318 -0.223 -4.019 -3.380 2.725 0.07
N 2.091 -0.819 -0.162 -3.594 2.221 0.149 -0.01
N 0.714 -1.318 -0.285 3.621 3.184 0.645 0.16
```
Forces are in eV/Å.

Its total energy is -10198.65971 eV. The value obtained for the energy above the lowest of the compared OMol25 structures with the same formula, charge and spin is 167.9 kcal/mol. Its charge is 0. For the frontier orbital gap, the calculation gives 0.3203 Eh.

=====

Density functional theory data (ωB97M-V/def2-TZVPD) for C4H6N4O in the gas phase at a distorted geometry.

XYZ file:
```
15
Properties=species:S:1:pos:R:3:forces:R:3:lowdin_charge:R:1
H -1.693 -0.566 -2.375 -1.012 0.231 -0.502 0.04
N -0.754 -0.750 -2.110 0.208 0.274 2.830 0.12
C -0.501 -0.340 -0.878 -0.552 0.387 -3.118 -0.29
N -1.151 0.467 0.087 0.637 -0.230 0.421 0.14
C -0.290 0.564 1.211 0.633 -1.451 -1.113 -0.46
C -0.558 1.020 2.411 0.548 -0.501 2.844 -0.01
N 0.935 -0.120 0.907 2.358 3.184 0.786 0.07
C 0.889 -0.483 -0.482 1.617 0.506 1.472 -0.28
N 1.974 -0.718 -1.162 -1.418 1.147 4.165 -0.01
O 1.888 -1.133 -2.363 -3.001 -2.460 -4.218 -0.07
H -2.101 0.868 0.252 1.105 -1.106 -1.109 0.17
H 0.252 0.567 3.221 -2.526 1.943 -1.840 0.13
H -1.552 1.516 2.618 1.541 -0.709 0.192 0.07
H 1.801 0.578 1.262 -2.860 -2.875 -1.610 0.23
H 0.862 -1.468 -2.599 2.722 1.658 0.798 0.16
```
Forces are in eV/Å.

Its total energy is -12249.18996 eV. The structure (SMILES) is [H]/N=C1\NC(=C)N\C1=N\O. The value obtained for the energy above the lowest of the compared OMol25 structures with the same formula, charge and spin is 87.4 kcal/mol. Its charge is 0. For the frontier orbital gap, the calculation gives 0.3130 Eh.

=====

Density functional theory data (ωB97M-V/def2-TZVPD) for C4H6N4O2 in the gas phase at a distorted geometry.

XYZ file:
```
16
Properties=species:S:1:pos:R:3:forces:R:3:lowdin_charge:R:1
C 0.086 -0.712 -0.154 0.364 1.422 1.682 -0.43
C 3.479 -0.517 -0.277 -3.255 -2.039 -0.977 -0.06
C -0.903 -1.730 0.196 -0.211 -2.507 -2.277 -0.01
C 0.676 1.594 -0.146 2.189 0.401 -2.340 -0.14
N 4.559 0.064 -0.073 1.055 1.015 0.970 -0.08
N 5.571 0.512 -0.123 1.681 0.788 0.174 0.26
N -0.192 0.503 -0.136 -0.928 -0.754 0.567 0.08
N 2.377 -0.464 0.401 -0.556 0.112 0.638 -0.22
O 2.007 0.056 1.463 1.123 -0.934 -1.014 0.04
O 1.357 -1.233 -0.310 1.124 0.016 0.291 0.04
H -0.529 -2.573 0.800 0.348 0.341 -0.590 0.10
H -1.756 -1.401 0.711 -0.969 1.120 0.421 0.06
H -1.244 -2.106 -0.823 0.078 -0.199 1.337 0.11
H 1.750 1.454 -0.585 -2.081 0.342 -0.435 0.11
H 0.110 2.420 -0.525 0.250 0.645 -0.811 0.08
H 1.018 1.912 0.783 -0.212 0.230 2.363 0.05
```
Forces are in eV/Å.

Its total energy is -14292.88376 eV. The value obtained for the energy above the lowest of the compared OMol25 structures with the same formula, charge and spin is 222.8 kcal/mol. Its charge is 0. For the frontier orbital gap, the calculation gives 0.2975 Eh.